1.
# C14H34Br2FIO6P

A 6-piece molecular cluster, C14H34Br2FIO6P overall (ωB97M-V/def2-TZVPD, the OMol25 dataset).

Atoms and positions in Å:
C: 4.193 -0.777 1.537
C: 2.933 -0.471 2.594
Br: 3.400 -0.400 4.568
C: 1.523 -0.242 2.084
Br: 1.221 -0.345 0.097
C: 0.383 0.101 3.210
F: 0.617 1.557 3.532
P: -1.397 0.036 2.524
O: -1.652 -1.355 1.479
I: -2.789 -0.514 4.535
H: 5.028 -1.348 2.150
H: 4.604 0.245 1.066
H: 3.844 -1.541 0.736
H: -0.841 -1.947 1.453
C: -2.162 -1.640 -3.689
C: -1.201 -1.531 -2.524
O: -0.004 -0.890 -2.940
H: -1.710 -2.207 -4.510
H: -3.088 -2.137 -3.386
H: -2.406 -0.649 -4.084
H: -0.942 -2.525 -2.147
H: -1.641 -0.955 -1.704
H: -0.244 -0.005 -3.266
C: -2.409 3.831 2.900
C: -1.597 4.843 3.681
O: -0.830 4.183 4.678
H: -3.076 3.275 3.567
H: -3.010 4.324 2.130
H: -1.754 3.096 2.420
H: -2.256 5.562 4.177
H: -0.918 5.394 3.023
H: -0.242 3.553 4.227
C: 1.356 1.651 -5.848
C: 0.675 0.514 -6.582
O: -0.214 1.032 -7.560
H: 0.614 2.296 -5.364
H: 2.042 1.269 -5.086
H: 1.918 2.281 -6.545
H: 0.096 -0.099 -5.885
H: 1.409 -0.127 -7.078
H: 0.311 1.568 -8.179
C: 4.637 2.030 -3.502
C: 5.323 1.003 -2.626
O: 4.365 0.341 -1.813
H: 4.106 2.766 -2.889
H: 5.362 2.553 -4.132
H: 3.889 1.554 -4.145
H: 6.053 1.486 -1.970
H: 5.845 0.256 -3.232
H: 3.727 -0.091 -2.405
C: -5.461 -4.781 5.085
C: -4.500 -4.672 6.251
O: -3.304 -4.030 5.834
H: -5.009 -5.347 4.265
H: -6.388 -5.277 5.389
H: -5.706 -3.789 4.691
H: -4.241 -5.666 6.628
H: -4.940 -4.096 7.070
H: -3.543 -3.146 5.509

Results
E_HOMO in Ha: -0.13067
E in Eh: -6892.07908
Charge: -1

2.
# C4H8N2O2

C4H8N2O2 as an isolated structure (ωB97M-V/def2-TZVPD, the OMol25 dataset).

Atoms and positions in Å:
C: -0.536 -0.067 0.286
C: 2.175 -0.705 -0.022
N: 1.505 0.557 -0.234
C: -0.430 1.081 -0.477
C: -3.057 -0.667 -0.251
O: 1.970 1.454 0.782
N: -2.455 0.143 0.487
O: -0.686 2.117 -0.912
H: 1.914 2.324 0.362
H: -0.510 -1.011 -0.255
H: -0.274 0.000 1.333
H: 1.990 -1.139 0.970
H: 1.837 -1.407 -0.789
H: 3.255 -0.561 -0.121
H: -2.559 -1.307 -1.007
H: -4.139 -0.811 -0.152

Results
ΔE to the lowest compared entry with this formula, charge and spin in kcal/mol: 191.5
E_HOMO (spin up / spin down) in Ha: -0.26431 / -0.26438
E in Eh: -416.95076
Charge: 0

3.
# C3H4ClNOS2

C3H4ClNOS2 as an isolated structure (ωB97M-V/def2-TZVPD, the OMol25 dataset).

Atoms and positions in Å:
C: 1.384 0.977 -0.001
C: 0.325 -0.180 -0.572
C: -1.148 0.039 0.042
H: 2.594 -0.564 0.990
H: 3.408 1.092 0.780
H: 0.128 0.228 -1.515
H: 0.016 0.376 2.507
N: 2.553 0.551 0.620
O: 1.283 2.140 -0.170
S: -1.362 -0.455 1.673
S: -2.171 0.562 -1.067
Cl: 1.110 -1.696 -0.721

Results
ΔE to the lowest compared entry with this formula, charge and spin in kcal/mol: 70.2
E_HOMO in Ha: -0.33762
E in Eh: -1503.16716
Charge: 0

4.
# C52H40BCl4N9O2P2TeW

C52H40BCl4N9O2P2TeW as an isolated structure (ωB97M-V/def2-TZVPD, the OMol25 dataset).

Atoms and positions in Å:
W: -0.003 0.266 -0.026
C: 2.717 2.063 2.701
C: 2.402 0.966 1.915
N: 1.747 1.339 0.815
N: 1.602 2.687 0.901
C: 2.180 3.138 2.012
B: 0.778 3.450 -0.130
N: -0.766 3.218 0.018
C: -1.763 4.099 0.102
C: -2.950 3.470 -0.244
C: -2.574 2.164 -0.543
N: -1.258 2.017 -0.382
N: 1.101 2.838 -1.507
C: 1.265 3.495 -2.657
C: 1.153 2.594 -3.700
C: 0.896 1.383 -3.068
N: 0.877 1.523 -1.743
H: 3.248 2.076 3.637
H: 2.597 -0.076 2.101
H: 2.162 4.190 2.247
H: 1.020 4.629 -0.102
H: -1.564 5.118 0.393
H: -3.940 3.892 -0.274
H: -3.175 1.331 -0.873
H: 1.447 4.557 -2.651
H: 1.244 2.776 -4.756
H: 0.739 0.427 -3.532
Te: 2.006 -1.905 -3.809
C: 2.156 -3.969 -4.191
C: 3.368 -4.614 -4.014
C: 3.475 -5.952 -4.378
N: 2.473 -6.664 -4.889
C: 1.309 -6.030 -5.057
C: 1.105 -4.697 -4.738
C: 0.821 -1.957 -2.063
P: 1.686 -1.787 -0.508
C: 2.235 -3.593 -0.416
C: 1.237 -4.570 -0.474
C: 1.547 -5.915 -0.587
C: 2.872 -6.326 -0.658
C: 3.872 -5.370 -0.624
C: 3.559 -4.017 -0.511
C: 3.343 -0.982 -0.459
C: 3.767 0.006 -1.339
C: 4.986 0.649 -1.157
C: 5.802 0.315 -0.086
C: 5.383 -0.656 0.813
C: 4.162 -1.288 0.630
P: -0.763 -1.130 -1.914
C: -1.997 -2.387 -1.304
C: -3.253 -2.526 -1.889
C: -4.189 -3.422 -1.377
C: -3.887 -4.180 -0.259
C: -2.655 -4.013 0.365
C: -1.734 -3.113 -0.144
C: -1.437 -0.866 -3.584
C: -1.921 0.366 -4.004
C: -2.438 0.520 -5.287
C: -2.473 -0.564 -6.149
C: -2.004 -1.807 -5.727
C: -1.489 -1.958 -4.453
H: 4.221 -4.093 -3.599
H: 4.417 -6.475 -4.251
H: 0.502 -6.619 -5.481
H: 0.144 -4.238 -4.926
H: 0.198 -4.285 -0.457
H: 0.746 -6.643 -0.632
H: 3.118 -7.375 -0.758
H: 4.912 -5.666 -0.703
H: 4.371 -3.308 -0.521
H: 3.147 0.292 -2.176
H: 5.294 1.415 -1.859
H: 6.754 0.811 0.051
H: 6.004 -0.921 1.661
H: 3.843 -2.032 1.353
H: -3.519 -1.939 -2.758
H: -5.160 -3.510 -1.849
H: -4.614 -4.874 0.144
H: -2.420 -4.564 1.268
H: -0.822 -2.932 0.414
H: -1.898 1.213 -3.326
H: -2.810 1.484 -5.608
H: -2.872 -0.448 -7.149
H: -2.045 -2.656 -6.398
H: -1.142 -2.924 -4.109
Cl: -6.069 1.124 2.937
C: -4.359 1.114 2.695
C: -3.539 1.997 3.398
Cl: -4.219 3.100 4.538
C: -2.163 2.002 3.166
Cl: -1.106 3.112 3.966
C: -1.607 1.124 2.245
O: -0.348 1.040 1.892
C: -2.432 0.262 1.533
O: -1.782 -0.436 0.611
C: -3.796 0.243 1.762
Cl: -4.761 -0.817 0.808
N: -0.333 -2.003 5.192
C: -0.581 -1.414 3.986
N: 0.143 -1.877 3.011
C: 0.932 -2.867 3.613
C: 1.882 -3.728 3.060
C: 2.525 -4.621 3.896
C: 2.245 -4.668 5.272
C: 1.301 -3.832 5.837
C: 0.652 -2.950 4.979
H: -0.782 -1.777 6.061
H: -1.331 -0.641 3.897
H: 2.107 -3.704 2.003
H: 3.255 -5.303 3.478
H: 2.778 -5.371 5.900
H: 1.077 -3.866 6.896

Results
ΔE to the lowest compared entry with this formula, charge and spin in kcal/mol: 40.1
E_HOMO (spin up / spin down) in Ha: -0.27675 / -0.27690
E in Eh: -5532.39486
Charge: 0

5.
# C2H4NO3P

An isolated ion of composition C2H4NO3P and charge -2 (ωB97M-V/def2-TZVPD, the OMol25 dataset).

Atoms and positions in Å:
O: -0.567 2.068 1.552
N: -0.651 0.707 1.283
C: -1.485 0.151 0.116
C: -0.025 0.148 -0.096
P: 0.853 -1.475 -0.283
O: 0.534 -1.725 -1.725
O: 2.406 -0.765 -0.304
H: -2.133 0.784 -0.467
H: -1.839 -0.894 0.200
H: 0.279 1.013 -0.573
H: 2.630 -0.011 0.297

Results
SMILES: [O-]N1C[C@@H]1P([O-])O
ΔE to the lowest compared entry with this formula, charge and spin in kcal/mol: 114.7
E_HOMO in Ha: 0.06551
E in Eh: -700.27958
Charge: -2

6.
# C7H32NO8

A 9-piece molecular cluster, C7H32NO8 overall (ωB97M-V/def2-TZVPD, the OMol25 dataset).

Atoms and positions in Å:
C: 0.667 -1.182 -0.375
C: 0.212 -0.168 -1.420
C: -1.216 0.367 -1.252
C: -1.572 0.781 0.186
C: -1.114 2.144 0.548
C: -0.432 2.512 1.624
C: 0.009 3.893 2.000
N: -0.213 -2.390 -0.399
H: 1.692 -1.466 -0.597
H: 0.670 -0.769 0.630
H: 0.935 0.646 -1.339
H: 0.341 -0.625 -2.400
H: -1.885 -0.401 -1.649
H: -1.318 1.247 -1.872
H: -1.273 -0.005 0.881
H: -2.653 0.788 0.232
H: -1.436 2.932 -0.131
H: -0.156 1.706 2.306
H: -0.220 4.572 1.169
H: -0.567 4.268 2.841
H: 1.092 3.956 2.065
H: -1.197 -2.139 -0.238
H: -0.063 -2.945 -1.270
H: -0.007 -3.047 0.351
H: -2.704 2.898 -1.837
H: -4.234 2.876 -1.963
O: -3.450 2.322 -2.017
H: 4.586 -2.597 0.621
H: 3.859 -1.603 1.542
O: 3.993 -1.839 0.605
H: 0.241 2.273 -4.000
H: 0.289 3.755 -3.656
O: 0.457 2.878 -3.300
H: -3.912 0.338 3.066
H: -4.026 -1.183 2.858
O: -3.453 -0.427 2.705
H: -0.324 -4.022 -3.415
H: 0.995 -3.331 -3.103
O: 0.308 -3.876 -2.700
H: 3.807 -1.223 3.940
H: 2.429 -0.970 3.595
O: 3.207 -1.388 3.196
H: 4.807 1.004 -0.462
H: 3.835 -0.126 -0.149
O: 3.912 0.704 -0.637
H: -2.681 -2.018 1.808
H: -2.251 -3.448 1.862
O: -2.198 -2.676 1.283

Results
ΔE to the lowest compared entry with this formula, charge and spin in kcal/mol: 40.5
E_HOMO in Ha: -0.42109
E in Eh: -942.35088
Charge: +1